Record 1
The following is a quantum chemistry calculation of a molecular structure, C33H35BN8O2RuS2, from OMol25.

Each line ends with the Mulliken spin population.
Positions of all 82 atoms, in Å:
Ru (0.29, 0.49, -0.81)  0.913
O (0.52, 0.46, 1.35)  0.045
C (1.44, 0.45, 2.22)  -0.024
C (1.06, 0.53, 3.59)  0.026
C (1.97, 0.47, 4.61)  -0.013
C (3.33, 0.33, 4.32)  0.026
C (3.75, 0.27, 3.01)  -0.027
C (2.85, 0.32, 1.93)  0.036
C (3.35, 0.23, 0.58)  -0.001
N (2.64, 0.30, -0.54)  -0.004
C (3.50, 0.16, -1.58)  0.002
C (4.77, 0.00, -1.10)  0.005
N (4.66, 0.05, 0.26)  0.001
H (0.00, 0.65, 3.78)  0.001
H (1.64, 0.54, 5.64)  0.000
H (4.05, 0.28, 5.12)  0.001
H (4.81, 0.18, 2.82)  0.000
H (3.16, 0.16, -2.60)  0.001
H (5.71, -0.13, -1.60)  0.000
H (5.42, -0.03, 0.91)  0.000
S (0.10, 0.68, -3.24)  0.039
C (-0.46, 2.28, -3.42)  -0.001
N (-1.83, 2.49, -3.50)  -0.001
C (-2.36, 3.72, -3.75)  -0.001
C (-1.55, 4.80, -3.90)  -0.002
C (-0.14, 4.64, -3.80)  0.000
C (0.38, 3.39, -3.58)  -0.005
H (-2.44, 1.70, -3.32)  -0.001
H (-3.43, 3.77, -3.83)  0.000
H (-1.98, 5.77, -4.10)  0.000
H (0.50, 5.49, -3.90)  0.000
H (1.44, 3.22, -3.51)  -0.001
C (-4.77, -5.07, -1.43)  0.000
C (-4.37, -3.60, -1.34)  -0.001
C (-2.97, -3.47, -0.74)  0.000
N (-2.49, -2.11, -0.80)  -0.003
C (-2.70, -1.11, 0.05)  0.002
S (-2.42, 0.48, -0.45)  -0.019
N (-3.24, -1.31, 1.28)  -0.001
C (-3.17, -2.41, 2.18)  0.000
O (-4.13, -2.66, 2.86)  0.000
C (-1.87, -3.10, 2.28)  -0.004
C (-0.66, -2.48, 1.95)  -0.004
C (0.53, -3.13, 2.18)  -0.001
C (0.54, -4.41, 2.71)  0.000
C (-0.65, -5.04, 3.03)  0.000
C (-1.85, -4.39, 2.84)  0.000
H (-5.77, -5.17, -1.84)  0.000
H (-4.76, -5.52, -0.45)  0.000
H (-4.08, -5.61, -2.07)  0.000
H (-5.08, -3.06, -0.72)  0.000
H (-4.39, -3.15, -2.34)  0.000
H (-2.26, -4.08, -1.30)  0.000
H (-2.99, -3.82, 0.29)  0.000
H (-2.07, -1.83, -1.69)  0.000
H (-3.80, -0.55, 1.63)  0.000
H (-0.65, -1.47, 1.56)  0.016
H (1.46, -2.63, 1.95)  0.000
H (1.48, -4.92, 2.87)  0.000
H (-0.64, -6.04, 3.44)  0.000
H (-2.79, -4.85, 3.12)  0.000
N (-0.73, 4.80, -0.39)  0.001
C (-0.87, 3.47, -0.57)  0.003
N (0.26, 2.83, -0.54)  -0.009
C (1.23, 3.78, -0.29)  0.001
C (2.61, 3.68, -0.11)  0.000
C (3.30, 4.84, 0.20)  0.000
C (2.66, 6.08, 0.28)  0.000
C (1.31, 6.21, 0.07)  -0.001
C (0.60, 5.04, -0.20)  0.000
H (-1.47, 5.48, -0.39)  0.000
H (-1.83, 3.01, -0.71)  -0.001
H (3.11, 2.74, -0.19)  -0.002
H (4.36, 4.79, 0.39)  0.000
H (3.25, 6.95, 0.54)  0.000
H (0.82, 7.17, 0.12)  0.000
B (0.90, -4.17, -1.26)  0.000
C (0.65, -2.68, -1.14)  0.008
N (0.38, -1.55, -1.12)  -0.007
H (2.04, -4.41, -0.99)  0.000
H (0.63, -4.48, -2.37)  0.003
H (0.23, -4.72, -0.43)  0.002

Summary:
- charge = +1
- Kohn-Sham gap (spin up / spin down) (hartree) = 0.2088 / 0.1974
- <S²> = 0.7596
- HOMO level (spin up / spin down) (eV) = -9.771 / -9.704
- 2S+1 = 2

***

Record 2
The following is a quantum chemistry calculation of a molecular structure, C33H35CdF3GeN6O5Se, from OMol25.

Each line ends with the Löwdin charge.
Positions of all 85 atoms, in Å:
Cd (0.46, 1.29, -0.54)  1.321
O (0.80, 3.37, -6.75)  0.037
C (0.50, 2.96, -5.47)  -0.297
C (-0.12, 3.80, -4.56)  0.039
C (-0.41, 3.33, -3.29)  -0.173
N (-0.04, 2.10, -2.91)  0.103
C (0.54, 1.29, -3.79)  -0.210
C (0.82, 1.67, -5.10)  0.040
C (0.87, -0.13, -3.33)  -0.662
O (1.26, -0.93, -4.19)  -0.015
O (0.71, -0.36, -2.09)  -0.148
C (-1.28, 4.20, -2.35)  -0.675
O (-1.39, 5.39, -2.71)  -0.052
O (-1.81, 3.60, -1.41)  -0.123
H (0.51, 4.29, -6.83)  0.093
H (-0.43, 4.81, -4.80)  0.114
H (1.27, 0.95, -5.77)  0.120
C (7.08, -1.59, 1.71)  -0.085
C (5.62, -1.32, 1.43)  -0.315
C (4.60, -1.93, 2.16)  -0.077
C (3.27, -1.65, 1.93)  -0.021
C (2.83, -0.73, 0.94)  -0.257
N (1.52, -0.44, 0.74)  -0.030
C (0.65, -1.46, 1.14)  -0.282
C (0.56, -2.61, 0.34)  -0.014
C (-0.22, -3.69, 0.70)  -0.053
C (-0.94, -3.69, 1.89)  -0.294
C (-1.78, -4.87, 2.30)  -0.063
C (-0.90, -2.54, 2.67)  -0.018
C (-0.15, -1.43, 2.29)  -0.156
N (-0.26, -0.27, 3.10)  -0.068
C (0.58, 0.79, 3.23)  -0.067
C (0.01, 1.65, 4.13)  -0.071
C (-1.20, 1.04, 4.49)  -0.172
N (-1.37, -0.12, 3.87)  0.065
C (3.89, -0.15, 0.19)  -0.131
C (5.22, -0.43, 0.44)  -0.005
N (3.63, 0.68, -0.94)  -0.112
C (4.00, 0.43, -2.22)  -0.076
C (3.70, 1.55, -2.96)  -0.078
C (3.13, 2.44, -2.03)  -0.174
N (3.10, 1.91, -0.81)  0.060
H (7.20, -2.51, 2.29)  0.061
H (7.54, -0.78, 2.29)  0.067
H (7.66, -1.69, 0.79)  0.065
H (4.86, -2.65, 2.94)  0.098
H (2.52, -2.16, 2.52)  0.103
H (1.11, -2.60, -0.58)  0.117
H (-0.25, -4.56, 0.05)  0.103
H (-1.43, -5.79, 1.82)  0.067
H (-2.83, -4.73, 2.01)  0.055
H (-1.76, -5.02, 3.38)  0.071
H (-1.48, -2.48, 3.58)  0.105
H (1.48, 0.85, 2.65)  0.098
H (0.39, 2.62, 4.42)  0.091
H (-1.97, 1.40, 5.15)  0.089
H (5.96, 0.06, -0.18)  0.118
H (4.39, -0.53, -2.49)  0.128
H (3.80, 1.68, -4.02)  0.090
H (2.71, 3.42, -2.18)  0.102
C (-6.03, -0.31, -0.40)  -0.232
Ge (-4.72, -0.90, 0.95)  0.728
C (-4.84, 0.24, 2.53)  -0.221
C (-5.16, -2.75, 1.47)  -0.228
C (-2.90, -0.81, 0.27)  -0.589
Se (-2.42, 1.02, -0.26)  0.881
C (-2.85, 0.76, -2.13)  -0.378
H (-7.03, -0.33, 0.02)  0.007
H (-6.00, -0.96, -1.28)  0.013
H (-5.80, 0.71, -0.71)  0.012
H (-5.83, 0.18, 2.99)  0.009
H (-4.63, 1.27, 2.25)  0.014
H (-4.08, -0.08, 3.25)  0.001
H (-6.20, -2.82, 1.80)  0.006
H (-4.52, -3.06, 2.29)  0.000
H (-5.02, -3.44, 0.64)  0.012
H (-2.69, -1.49, -0.56)  0.030
H (-2.24, -1.09, 1.09)  -0.023
H (-3.86, 0.36, -2.21)  0.006
H (-2.13, 0.07, -2.57)  0.019
H (-2.78, 1.74, -2.59)  0.006
F (1.68, 3.06, 1.69)  -0.055
C (0.68, 3.13, 0.72)  -0.607
F (-0.41, 3.54, 1.44)  -0.029
F (1.05, 4.24, -0.01)  -0.026

Summary:
- charge = -2
- Kohn-Sham gap (hartree) = 0.2337
- HOMO level (eV) = -2.114
- energy above the lowest of the compared OMol25 structures with the same formula, charge and spin (kJ/mol) = 16.3

***

Record 3
The following is a quantum chemistry calculation of a molecular structure, C33H35CdF3GeN6O5Se, from OMol25.

Each line ends with the Löwdin charge.
Positions of all 85 atoms, in Å:
Cd (-0.29, -0.27, 0.81)  1.394
O (4.27, -4.21, 1.81)  0.043
C (3.39, -3.17, 1.93)  -0.294
C (2.14, -3.35, 2.52)  0.039
C (1.28, -2.27, 2.56)  -0.196
N (1.61, -1.09, 2.04)  0.093
C (2.83, -0.91, 1.54)  -0.209
C (3.77, -1.92, 1.47)  0.046
C (3.13, 0.51, 1.03)  -0.688
O (4.29, 0.94, 1.23)  -0.031
O (2.17, 1.09, 0.46)  -0.184
C (-0.11, -2.37, 3.20)  -0.650
O (-0.21, -3.15, 4.16)  -0.032
O (-1.00, -1.63, 2.69)  -0.111
H (3.81, -5.01, 2.08)  0.094
H (1.82, -4.30, 2.93)  0.121
H (4.75, -1.74, 1.05)  0.124
C (-4.12, -1.95, -4.30)  -0.074
C (-3.84, -1.29, -2.98)  -0.303
C (-4.37, -1.78, -1.78)  -0.060
C (-4.05, -1.23, -0.56)  -0.036
C (-3.16, -0.14, -0.44)  -0.274
N (-2.73, 0.41, 0.74)  0.013
C (-3.53, 0.54, 1.82)  -0.237
C (-4.95, 0.51, 1.72)  -0.044
C (-5.80, 0.58, 2.80)  -0.084
C (-5.30, 0.73, 4.09)  -0.315
C (-6.20, 0.76, 5.30)  -0.082
C (-3.93, 0.87, 4.21)  -0.011
C (-3.05, 0.83, 3.13)  -0.097
N (-1.67, 1.14, 3.42)  -0.071
C (-1.13, 1.34, 4.65)  -0.080
C (0.17, 1.74, 4.48)  -0.065
C (0.36, 1.76, 3.09)  -0.162
N (-0.75, 1.39, 2.47)  0.007
C (-2.63, 0.34, -1.66)  -0.145
C (-2.97, -0.22, -2.88)  -0.015
N (-1.70, 1.42, -1.66)  -0.075
C (-1.71, 2.50, -2.48)  -0.084
C (-0.63, 3.28, -2.14)  -0.074
C (-0.01, 2.59, -1.08)  -0.163
N (-0.66, 1.48, -0.80)  0.028
H (-5.05, -2.52, -4.27)  0.063
H (-4.20, -1.21, -5.11)  0.064
H (-3.31, -2.64, -4.57)  0.074
H (-5.03, -2.64, -1.82)  0.102
H (-4.43, -1.67, 0.35)  0.116
H (-5.37, 0.42, 0.73)  0.096
H (-6.88, 0.53, 2.64)  0.099
H (-7.01, 0.02, 5.21)  0.064
H (-5.64, 0.52, 6.21)  0.064
H (-6.67, 1.74, 5.45)  0.065
H (-3.54, 1.04, 5.21)  0.090
H (-1.67, 1.18, 5.56)  0.102
H (0.89, 1.98, 5.25)  0.083
H (1.24, 1.99, 2.51)  0.091
H (-2.49, 0.17, -3.78)  0.117
H (-2.49, 2.63, -3.21)  0.112
H (-0.33, 4.22, -2.60)  0.078
H (0.88, 2.83, -0.52)  0.092
C (5.84, -0.33, -2.77)  -0.235
Ge (4.91, 1.40, -2.81)  0.744
C (5.41, 2.31, -4.49)  -0.245
C (5.53, 2.48, -1.31)  -0.214
C (2.97, 1.18, -2.73)  -0.578
Se (2.33, -0.48, -1.92)  0.940
C (2.41, -1.53, -3.57)  -0.402
H (6.89, -0.20, -2.51)  0.010
H (5.77, -0.85, -3.73)  0.006
H (5.36, -0.95, -2.01)  -0.001
H (6.49, 2.40, -4.57)  0.003
H (4.97, 3.31, -4.53)  0.006
H (5.04, 1.74, -5.36)  0.004
H (6.62, 2.50, -1.26)  0.011
H (5.15, 2.03, -0.38)  -0.007
H (5.15, 3.50, -1.38)  0.016
H (2.50, 1.27, -3.71)  0.012
H (2.57, 1.96, -2.08)  -0.013
H (3.34, -1.34, -4.11)  -0.002
H (1.55, -1.28, -4.21)  0.013
H (2.35, -2.57, -3.28)  0.013
F (-1.28, -3.02, -0.19)  -0.020
C (-0.34, -2.09, -0.56)  -0.556
F (0.85, -2.82, -0.54)  -0.078
F (-0.57, -1.94, -1.92)  -0.055

Summary:
- charge = -2
- Kohn-Sham gap (hartree) = 0.2084
- HOMO level (eV) = -1.480
- energy above the lowest of the compared OMol25 structures with the same formula, charge and spin (kJ/mol) = 65.9